Here is a structure of composition C41H28BrIN6O3Pd in a non-equilibrium geometry from the OMol25 dataset. Energies are from wB97M-V/def2-TZVPD.

CARTESIAN COORDINATES (ANGSTROEM)
Pd 1.03545 1.84890 0.20501
Br -4.28007 -5.87338 -3.76628
C -4.29566 -5.08892 -2.05035
C -4.49281 -3.71335 -1.91969
C -4.46854 -3.14302 -0.67394
C -4.27756 -3.94311 0.47808
C -4.13317 -5.33723 0.32821
C -4.12274 -5.89769 -0.92623
N -4.30404 -3.40032 1.70723
N -4.23159 -2.21985 2.05154
C -3.35892 -1.24709 1.87437
C -3.75814 0.09343 2.07895
C -2.95312 1.15191 1.75556
C -1.66505 0.94875 1.20465
O -0.97939 1.90046 0.70505
C -1.15343 -0.40414 1.21007
N 0.14313 -0.56433 0.90614
C 0.69300 -1.75242 0.92676
C -0.03622 -2.89824 1.25388
C -1.37734 -2.77034 1.54376
C -1.97950 -1.50786 1.52798
H -4.65761 -3.11276 -2.79809
H -4.63455 -2.08406 -0.54826
H -4.02124 -5.95910 1.20155
H -4.00082 -6.96278 -1.04723
H -4.75905 0.26918 2.43587
H -3.29427 2.16738 1.88546
H 1.74967 -1.80537 0.69725
H 0.44969 -3.85840 1.29125
H -1.94797 -3.64167 1.82674
O -0.75690 -4.43797 -5.14216
C -1.27437 -3.59919 -4.25672
O -2.43466 -3.68596 -3.93054
C -0.40039 -2.55884 -3.64494
C -1.00370 -1.70473 -2.71352
C -0.28308 -0.71978 -2.08480
C 1.09779 -0.56606 -2.32066
C 1.69400 -1.42429 -3.26537
C 0.95513 -2.38347 -3.92401
N 1.76482 0.41630 -1.63138
C 2.98055 0.81819 -1.92929
C 3.63263 1.82275 -1.17615
C 4.89317 2.32827 -1.56352
C 5.49542 3.31423 -0.82420
C 4.84996 3.77550 0.32667
C 3.61974 3.24594 0.65830
N 3.00507 2.31340 -0.07325
H 0.18123 -4.30246 -5.33491
H -2.05506 -1.84338 -2.50829
H -0.76665 -0.02938 -1.40295
H 2.74634 -1.34536 -3.48443
H 1.46832 -2.99160 -4.65561
H 3.51679 0.41308 -2.78333
H 5.35829 1.94241 -2.45607
H 6.44112 3.73333 -1.12621
H 5.28868 4.54621 0.93770
H 3.10504 3.59123 1.54795
C 1.45718 1.58208 2.09794
C 1.60727 1.64056 3.30426
C 1.85794 1.74204 4.68429
C 0.80159 1.67482 5.60761
C 1.07111 1.76542 6.95555
C 2.38162 1.92088 7.39990
C 3.42783 2.01367 6.48553
C 3.17629 1.93055 5.13436
H -0.21026 1.55691 5.24936
H 0.26545 1.71391 7.67011
H 2.58798 1.97000 8.45780
H 4.43806 2.14824 6.83639
H 3.97865 1.99376 4.41421
I 0.44974 4.94026 0.50131
C 0.18582 4.29989 -1.50753
C -0.12969 5.23132 -2.48050
C -0.36438 4.77463 -3.76776
C -0.27284 3.41385 -4.01302
C 0.07667 2.56977 -2.97488
N 0.31711 2.99715 -1.73385
H -0.18878 6.27782 -2.23136
H -0.61827 5.46734 -4.55350
H -0.46211 3.00445 -4.99131
H 0.15857 1.50770 -3.14856

Values from the calculation:
spin multiplicity = 5
net charge = +2
gap between HOMO and LUMO (spin up / spin down) = 3.25 / 2.21 eV
HOMO (spin up / spin down) = -0.3811 / -0.4469 Eh
LUMO (spin up / spin down) = -7.1 / -10.0 eV
energy = -139655.6205 eV